[1]
# C25H43IN4O16P

A cluster of 6 separate species, C25H43IN4O16P in total (wB97M-V/def2-TZVPD, the Open Molecules 2025 dataset).

Output
- Gap between HOMO and LUMO: 9.23 eV
- Total charge: +1

Each line ends with the Löwdin charge.
Atoms and positions in Å:
H: 0.55 -5.70 1.09  0.14
H: -1.09 0.49 2.90  0.06
H: -0.06 -1.54 2.94  0.14
H: -0.08 -4.39 4.54  0.07
N: 1.91 -2.73 1.56  0.02
H: -0.92 -4.93 6.01  0.10
C: 0.81 -3.71 6.36  -0.31
H: 2.02 -2.63 2.58  0.12
H: -6.02 6.51 -3.14  0.16
H: -2.14 1.38 -5.90  0.10
C: 7.04 -2.76 -2.12  -0.01
H: 6.94 -2.47 -3.16  0.09
H: -5.80 4.16 -2.82  0.08
C: 5.84 -2.55 0.14  -0.07
H: -2.24 -1.25 -5.77  0.14
H: 0.30 0.37 -6.29  0.16
O: 0.89 -2.68 -4.07  0.07
O: -3.39 2.91 -1.50  0.16
O: 4.89 -3.78 -1.54  0.12
N: -1.89 0.09 2.42  0.02
H: 7.80 -2.13 -1.67  0.10
O: 4.60 -3.16 0.56  0.04
C: -0.25 -1.75 1.87  -0.36
H: -0.42 4.71 0.09  0.16
O: -7.93 6.13 -2.50  0.08
O: 3.28 -4.75 -0.32  0.12
H: -6.78 4.19 -1.36  0.10
O: -1.58 2.25 -0.34  0.05
H: -5.50 7.71 -1.12  0.14
H: 1.84 4.17 -1.20  0.09
C: -0.02 -2.53 6.84  -0.08
C: 0.26 -1.92 -4.74  -0.60
H: 5.90 -1.55 0.54  0.14
C: -8.45 7.31 -2.08  -0.57
H: 3.96 0.39 2.66  0.07
I: 0.83 -1.78 -1.00  1.18
C: -1.51 -0.96 1.49  -0.25
C: 4.19 -3.97 -0.44  -0.55
C: -0.20 2.62 -0.38  -0.11
O: 1.80 -3.03 5.55  0.06
H: -1.18 -3.67 1.37  0.15
O: 2.53 0.65 0.11  -0.37
C: -6.42 7.13 -1.12  -0.10
H: 1.35 -4.16 7.19  0.16
N: -0.36 -3.24 1.76  0.12
O: 0.93 -1.45 6.84  0.08
C: 0.06 -4.74 5.56  -0.01
H: -2.35 -1.65 1.38  0.12
H: -2.53 -0.25 3.13  0.07
C: 0.91 4.58 -1.60  -0.01
C: 3.28 -0.45 2.47  -0.25
H: 5.16 -1.76 -1.76  0.16
H: -0.82 -2.29 6.14  0.14
H: -0.77 2.11 -5.06  0.08
H: 0.99 5.66 -1.58  0.09
C: 1.10 -1.50 1.12  -0.86
H: -5.10 4.78 -1.33  0.07
C: -0.49 0.04 -5.61  -0.31
H: -1.82 0.97 -4.21  0.09
H: 3.13 0.01 -0.28  0.02
O: 0.15 -0.60 -4.48  0.05
O: -9.55 7.68 -2.30  0.17
H: -6.55 6.65 -0.14  0.14
O: 2.76 -0.99 5.63  0.15
C: 1.91 -1.75 5.98  -0.57
C: 0.89 -3.73 1.44  -0.42
H: 6.67 -3.15 0.51  0.15
H: 0.60 -5.69 5.52  0.09
H: -1.33 -1.10 -7.29  0.14
C: -6.02 4.73 -1.92  -0.02
O: -0.44 -2.25 -5.83  0.08
H: -1.35 -0.51 0.49  0.07
H: 2.88 -0.79 3.43  0.02
C: -1.25 -1.13 -6.21  -0.08
H: 2.11 -5.08 0.56  0.06
C: 5.73 -2.61 -1.38  -0.29
C: -6.51 6.12 -2.25  -0.32
P: 1.87 0.16 1.53  0.87
C: -0.26 4.08 -0.78  -0.31
C: -2.26 3.07 -1.16  -0.57
C: -1.35 1.20 -5.17  -0.01
H: 7.37 -3.80 -2.08  0.10
H: 0.80 4.26 -2.64  0.09
O: -7.52 7.99 -1.37  0.06
H: 0.26 2.45 0.59  0.10
H: 0.31 2.00 -1.13  0.13
N: 1.19 -4.93 1.01  0.26
H: 3.82 -1.29 1.97  0.04
O: -1.48 4.10 -1.55  0.09
H: -0.44 -2.65 7.84  0.14

[2]
# C25H43InN3O8Si

A structure of composition C25H43InN3O8Si (wB97M-V/def2-TZVPD, the Open Molecules 2025 dataset).

Output
- Gap between HOMO and LUMO: 7.93 eV
- ΔE to the lowest compared entry with this formula, charge and spin: 36.3 kcal/mol
- Total charge: +1

Each line ends with the Löwdin charge.
Atoms and positions in Å:
C: -2.95 0.79 2.04  -0.65
H: -0.44 -3.97 1.36  0.09
H: -3.76 1.98 -1.56  0.09
H: 5.04 3.39 1.63  0.11
C: 1.20 -1.80 4.35  -0.02
N: 2.83 -2.04 -2.85  -0.06
N: -2.54 1.36 -3.13  -0.13
O: -0.16 3.37 -1.41  0.16
H: -2.74 3.24 -2.23  0.09
C: -1.20 -3.06 -0.47  -0.61
O: -1.02 -0.28 -2.84  -0.07
C: -2.54 -2.93 -1.20  0.00
H: 3.55 1.06 -3.01  0.15
H: -1.15 1.41 3.11  0.08
H: -4.17 2.72 -3.14  0.10
H: 3.23 5.12 1.51  0.11
C: 2.03 3.92 0.21  0.02
H: -2.58 2.48 3.30  0.10
H: 0.75 -1.12 5.09  0.09
C: -2.40 1.31 -4.59  0.01
H: 1.22 4.65 0.14  0.13
H: -2.59 -0.51 3.73  0.09
H: -4.79 1.96 1.91  0.10
C: 1.16 -1.12 2.96  -0.58
O: 0.28 0.50 0.28  -0.22
C: 1.70 0.32 3.06  -0.02
H: 3.00 -2.05 2.29  0.11
C: -1.38 -3.81 0.81  -0.01
H: -2.92 -3.94 -1.39  0.10
C: 4.60 -0.77 -2.50  -0.02
C: 3.15 4.18 0.97  -0.05
C: 2.98 1.77 -0.49  -0.27
C: 3.39 0.09 -2.49  -0.31
H: -3.38 1.34 -5.04  0.10
H: 1.64 1.72 -2.95  0.13
O: -0.25 -1.10 2.52  -0.10
H: -1.95 -4.72 0.63  0.10
C: 4.19 -2.06 -2.63  -0.07
H: -2.23 0.51 -1.31  0.15
H: -0.15 -3.18 -2.31  0.07
C: 4.15 3.24 1.05  -0.05
C: 1.98 2.76 -0.58  -0.08
H: -4.05 0.51 3.89  0.10
H: 0.79 -3.69 -0.90  0.08
H: -1.64 2.54 1.81  0.09
O: -2.27 -0.03 1.10  -0.10
C: -4.06 1.46 1.25  -0.03
H: -0.41 -4.76 -1.61  0.12
H: -4.60 0.71 0.70  0.09
H: 1.53 -2.96 2.00  0.08
H: 1.97 -1.56 0.94  0.07
H: 2.73 0.35 3.43  0.09
H: -2.04 -3.18 1.46  0.10
H: -1.93 0.41 -4.92  0.09
C: -1.94 0.46 -2.39  -0.26
C: -3.36 2.40 -2.50  0.01
Si: -0.71 -0.51 1.05  0.12
H: -3.99 -0.94 2.74  0.09
H: 5.59 -0.35 -2.42  0.10
H: 1.12 0.89 3.79  0.09
H: 2.33 -2.71 -3.41  0.13
C: 0.80 2.68 -1.44  -0.44
H: -3.69 2.28 0.61  0.08
H: 0.65 -2.73 4.37  0.08
H: 2.22 -2.10 4.67  0.10
H: 4.80 1.27 0.44  0.13
H: -1.77 2.13 -4.87  0.10
H: -2.43 -2.33 -2.11  0.08
H: 1.72 0.81 2.09  0.06
C: 4.02 2.03 0.39  0.01
C: -2.01 1.86 2.58  -0.02
O: 0.80 1.70 -2.44  0.03
H: -3.28 -2.42 -0.58  0.09
In: 0.66 -0.35 -1.51  0.96
O: 2.89 0.57 -1.06  -0.10
N: 2.32 -0.72 -2.87  -0.07
C: 1.95 -1.96 1.96  -0.03
O: -0.66 -1.71 -0.21  -0.19
C: -0.17 -3.71 -1.36  -0.03
H: 4.76 -2.97 -2.72  0.13
C: -3.44 -0.10 3.18  -0.01

[3]
# C25H43N10O4Se2Te2Ti

A structure of composition C25H43N10O4Se2Te2Ti (wB97M-V/def2-TZVPD, the Open Molecules 2025 dataset).

Output
- Gap between HOMO and LUMO (alpha / beta): 6.06 / 6.05 eV
- ΔE to the lowest compared entry with this formula, charge and spin: 10.1 kcal/mol
- Multiplicity: 2
- ⟨S²⟩: 0.755

Each line ends with the Löwdin charge.
Atoms and positions in Å:
C: -4.32 2.54 1.80  -0.09
C: -0.83 2.82 -4.61  -0.09
N: 0.79 1.50 0.29  -0.01
C: -2.60 1.89 -0.31  -0.23
H: -4.17 -0.74 -0.47  0.05
O: 4.62 -3.50 0.63  0.14
N: -3.10 1.94 -3.11  -0.12
N: -0.98 2.84 -3.16  -0.15
H: -0.24 -0.55 2.32  0.06
H: -3.58 -2.48 3.27  0.09
H: -4.68 1.06 -2.02  0.10
H: 3.88 2.01 -2.98  0.07
H: -3.17 3.80 -1.11  0.11
H: 0.67 2.39 4.48  0.10
H: 0.19 2.53 -4.85  0.07
C: -3.94 0.80 -2.79  -0.03
C: -3.31 3.10 -0.30  -0.03
C: 0.57 1.84 3.54  -0.28
H: -4.71 -3.31 2.18  0.10
H: -3.32 -0.02 -2.46  0.02
C: -2.76 1.01 0.77  -0.26
H: 5.53 1.40 -3.21  0.08
C: 1.44 2.53 2.49  -0.19
H: 1.01 2.79 -2.46  0.05
Se: -1.85 -2.26 -1.67  -0.06
C: 4.40 0.45 -1.66  -0.35
H: -4.98 2.79 2.63  0.10
N: -1.98 -0.16 0.75  0.01
H: 2.24 0.73 1.61  0.11
H: -1.48 2.07 -5.04  0.09
H: -1.87 -4.00 2.78  0.09
H: -1.39 1.30 3.80  0.07
H: -1.21 2.61 2.85  0.08
C: -1.70 -3.56 1.80  -0.05
H: -4.71 4.36 0.71  0.10
H: 0.17 2.30 0.24  0.06
N: -1.65 1.57 -1.31  0.00
C: -4.70 -1.13 0.39  -0.04
H: -5.32 -1.97 0.06  0.10
C: -1.90 2.09 -2.52  -0.45
Se: 0.43 0.04 -3.21  -0.03
H: -0.16 3.66 -1.43  0.08
H: -3.15 3.89 -3.87  0.09
O: 2.38 -2.63 0.89  0.08
Te: -0.06 -3.85 -2.36  0.19
H: -0.18 -1.94 3.44  0.10
H: -4.46 0.49 -3.69  0.10
H: 2.70 2.22 0.81  0.11
Ti: -0.44 -0.24 -0.77  0.43
H: -3.75 2.65 -5.00  0.09
C: -4.18 3.42 0.73  -0.09
H: 3.71 -3.14 0.78  0.01
N: 5.26 -0.56 -1.37  0.19
C: -3.71 2.96 -3.95  -0.05
N: 3.21 0.23 -1.14  0.16
H: 0.55 -2.08 1.83  0.06
H: -4.73 3.13 -3.60  0.10
H: -5.15 -1.75 2.90  0.09
O: 6.46 -2.86 -0.45  0.10
N: -0.81 1.71 3.08  0.01
C: 2.19 -1.67 0.14  -0.51
C: -2.44 -1.27 1.33  -0.45
O: 1.03 -1.22 -0.18  -0.25
C: -4.32 -2.33 2.49  -0.05
C: 4.59 -1.47 -0.61  -0.08
H: 0.97 0.83 3.72  0.11
H: 0.39 4.38 -2.95  0.10
C: 3.32 -0.98 -0.50  -0.15
H: -3.68 0.69 2.67  0.12
C: 5.30 -2.68 -0.14  -0.48
H: -2.53 -3.80 1.13  0.08
Te: 1.54 -2.11 -3.80  0.19
C: -3.60 1.36 1.82  -0.07
N: -1.55 -2.11 1.87  -0.12
H: -1.05 3.80 -5.04  0.09
H: 1.26 1.43 -0.62  0.01
C: -0.27 -1.64 2.39  -0.02
H: -0.79 -3.97 1.37  0.10
H: 0.95 3.45 2.16  0.11
N: -3.75 -1.61 1.37  -0.13
H: 2.36 2.85 2.98  0.11
C: 1.86 1.71 1.28  -0.24
H: 6.22 -0.68 -1.64  0.17
C: 4.77 1.64 -2.47  0.00
H: 5.16 2.44 -1.83  0.08
H: -5.34 -0.35 0.80  0.09
C: 0.14 3.44 -2.45  -0.05

Short version: molecular weight = 813.51 656.54 1008.67 g mol⁻¹, in the order given.
Short version: strongest force on any atom = 2.0 2.0 1.8 eV Å⁻¹, in the order given.